Record 1
Below is a molecular structure, C7H17N at a distorted geometry, with properties calculated with ωB97M-V/def2-TZVPD.

Results
* LUMO level (alpha / beta): 4.22 / 4.16 eV
* M: 115.2 g mol⁻¹
* gap between HOMO and LUMO (alpha / beta): 5.40 / 6.02 eV
* energy: -331.48487 a.u.
* total charge: -1
* HOMO level (alpha / beta): -1.2 / -1.9 eV
* 2S+1: 2
* relative energy (zero: lowest compared OMol25 entry of this formula, charge and spin): 3.2408 eV

Last column: Löwdin charge in e.
Element x y z (Å)
C1 -3.06257 0.70237 0.83808  -0.17
N1 -0.06674 0.49951 -0.13226  -0.10
C2 0.39629 -0.68529 0.48650  -0.40
C3 1.34573 0.81649 -0.23429  -0.51
C4 2.22662 1.06271 1.22693  -0.11
C5 2.35842 -0.03499 -1.23655  -0.12
C6 0.41595 -1.89820 -0.37816  -0.17
C7 -3.07179 0.11712 -0.64427  -0.18
H1 -3.13924 1.77752 0.98771  0.04
H2 -2.05983 0.39556 1.16265  0.02
H3 -3.75076 0.20083 1.50936  0.03
H4 0.26772 -0.77504 1.57484  0.08
H5 1.43813 1.83468 -0.67915  0.08
H6 3.16012 1.52495 0.92096  0.02
H7 1.71805 1.72939 1.96857  0.05
H8 2.40581 0.09272 1.73289  0.03
H9 1.75747 -0.32069 -2.13691  0.06
H10 3.10307 0.71070 -1.55990  0.04
H11 2.83822 -0.88868 -0.74350  0.04
H12 1.33491 -2.42755 -0.71421  0.05
H13 -0.23344 -2.59892 0.18779  0.05
H14 -0.19967 -1.61481 -1.22499  0.05
H15 -2.94389 -0.99651 -0.57565  0.06
H16 -4.02878 0.28508 -1.16037  0.03
H17 -2.20979 0.49104 -1.17608  0.01

Record 2
Below is a molecular structure, C6H11Br3 at a distorted geometry, with properties calculated with ωB97M-V/def2-TZVPD.

Results
* LUMO level (alpha / beta): 0.52 / -0.71 eV
* M: 322.9 g mol⁻¹
* gap between HOMO and LUMO (alpha / beta): 8.04 / 9.55 eV
* energy: -7957.08457 a.u.
* HOMO level (alpha / beta): -7.5 / -10.3 eV
* 2S+1: 3
* relative energy (zero: lowest compared OMol25 entry of this formula, charge and spin): 0.0000 eV

Last column: Löwdin charge in e.
Element x y z (Å)
C1 0.52211 1.01650 1.20289  -0.12
C2 1.33039 -1.25116 1.26905  -0.12
C3 1.11413 -0.00438 -1.11105  -0.07
C4 -2.25567 1.19388 -1.84546  -0.51
C5 0.57615 -0.28956 0.38147  -0.73
C6 -0.79929 -0.91477 0.12757  -1.18
Br1 -3.66356 1.42382 -0.59343  0.57
Br2 -1.94817 -0.75560 1.53355  0.75
Br3 -1.06512 -2.29574 -1.13877  0.72
H1 0.74461 0.72562 2.38770  0.13
H2 1.41984 1.67696 0.90850  0.10
H3 -0.44796 1.54913 1.20480  0.05
H4 0.79967 -1.63417 2.17398  0.08
H5 1.62557 -2.18527 0.58114  0.12
H6 2.23962 -0.70197 1.66350  0.09
H7 2.01269 0.58660 -1.05588  0.07
H8 1.31851 -0.87530 -1.69386  0.04
H9 0.32989 0.60638 -1.61089  0.06
H10 -1.41852 1.86400 -2.01038  0.00
H11 -2.43487 0.26501 -2.37444  -0.04

Record 3
Below is a molecular structure, C34H38ClI2N4O6PS at a distorted geometry, with properties calculated with ωB97M-V/def2-TZVPD.

Results
* LUMO level: 3.38 eV
* M: 951.0 g mol⁻¹
* gap between HOMO and LUMO: 2.82 eV
* energy: -3783.92117 a.u.
* total charge: -2
* HOMO level: 0.6 eV

Last column: Löwdin charge in e.
Element x y z (Å)
C1 7.49061 0.15023 1.34933  -0.13
O1 6.55693 0.43601 0.33103  -0.19
C2 6.02012 1.75297 0.43251  -0.24
C3 5.09945 1.97707 -0.76435  -0.18
C4 3.98860 2.99470 -0.48676  -0.22
C5 2.80732 2.88505 -1.47833  -0.21
C6 1.90982 1.72374 -1.03259  -0.25
C7 0.72943 1.42154 -1.99590  -0.19
C8 0.93190 0.08597 -2.75791  -0.13
C9 -0.07781 -1.01325 -2.47493  -0.15
C10 -0.68041 -1.67065 -3.55464  -0.13
C11 -0.35695 -1.30954 -4.96570  -0.26
C12 -1.22900 -0.54687 -5.72839  -0.02
C13 -0.97061 -0.18923 -7.03827  -0.06
C14 0.22197 -0.67723 -7.57028  -0.08
C15 1.01270 -1.45714 -6.74639  -0.16
N1 0.78766 -1.77669 -5.47996  0.14
C16 -1.58302 -2.69894 -3.37057  0.01
C17 -1.93248 -3.14331 -2.10763  -0.26
C18 -2.86753 -4.26517 -1.89867  -0.72
I1 -1.95116 -6.19389 -2.09560  0.74
C19 -4.15870 -4.11400 -1.61318  -0.78
C20 -4.78325 -2.74272 -1.50107  -0.11
I2 -5.42458 -5.78879 -1.28301  0.78
C21 -1.35465 -2.50166 -1.02347  -0.20
C22 -0.44837 -1.46146 -1.20592  -0.33
S1 0.21998 -0.73829 0.27394  1.08
C23 -1.23290 -0.80013 1.32014  -0.36
C24 -2.04130 -1.92959 1.17712  -0.25
C25 -3.19517 -2.03632 1.92354  0.03
C26 -3.49340 -1.03100 2.81846  -0.06
C27 -2.69421 0.10071 2.97370  -0.31
P1 -3.28693 1.35274 4.17473  0.55
O2 -4.83970 1.11066 3.85990  -0.37
Cl1 -3.04394 0.51764 6.08908  0.13
C28 -1.52996 0.22909 2.19817  -0.24
C29 -0.66247 1.46319 2.30416  -0.20
C30 0.03465 1.63865 3.65652  -0.21
C31 0.80520 2.97410 3.63998  -0.22
C32 1.07935 3.52182 5.03715  -0.29
N2 1.63587 2.50816 5.96449  -0.01
N3 -1.72545 -2.99654 0.27251  -0.01
N4 -0.56792 -3.79097 0.72281  0.15
C33 -0.56873 -4.06819 1.91527  -0.30
O3 -0.68091 -4.37371 3.03116  0.19
H1 8.49167 0.02636 0.91747  0.08
H2 7.54168 0.95627 2.08749  0.08
H3 7.24339 -0.77861 1.86904  0.08
H4 5.43846 1.84469 1.35844  0.12
H5 6.87220 2.44484 0.42876  0.12
H6 5.69450 2.35955 -1.59979  0.11
H7 4.70135 0.99993 -1.04368  0.11
H8 4.39436 4.01172 -0.49715  0.11
H9 3.61121 2.82587 0.52848  0.10
H10 2.24387 3.81419 -1.36442  0.11
H11 3.21533 2.75680 -2.48462  0.11
H12 1.47171 2.02753 -0.07805  0.08
H13 2.51067 0.84067 -0.81167  0.09
H14 0.67850 2.27129 -2.68246  0.10
H15 -0.19607 1.41624 -1.42278  0.10
H16 1.92435 -0.33732 -2.57012  0.12
H17 0.92178 0.31602 -3.82349  0.10
H18 -2.15415 -0.21688 -5.26670  0.12
H19 -1.66096 0.40451 -7.62062  0.10
H20 0.50872 -0.47788 -8.59373  0.09
H21 1.92689 -1.85745 -7.18278  0.10
H22 -2.01005 -3.16608 -4.25168  0.13
H23 -4.88297 -2.48356 -0.44110  0.09
H24 -4.21628 -2.00022 -2.05553  0.08
H25 -5.80547 -2.80873 -1.87785  0.06
H26 -3.85266 -2.89004 1.81419  0.12
H27 -4.41590 -1.14126 3.40272  0.08
H28 -4.97043 1.19989 2.88386  0.06
H29 -1.33263 2.32275 2.17973  0.11
H30 0.07276 1.53139 1.50163  0.06
H31 -0.66526 1.68701 4.49133  0.05
H32 0.73812 0.82428 3.84431  0.12
H33 1.71741 2.91496 3.03818  0.10
H34 0.15421 3.69959 3.13497  0.11
H35 0.20439 4.02318 5.46053  0.11
H36 1.83870 4.30802 4.93592  0.10
H37 2.41333 2.94331 6.44675  0.05
H38 0.96520 2.30434 6.69665  0.06
C34 -6.36229 -1.11587 2.85929  -0.96
O4 -7.19585 -0.86180 3.77988  -0.16
O5 -6.07142 -0.24635 1.89655  -0.23
O6 -5.65244 -2.22196 2.81978  -0.24

Which value of M does entry 2 give? 322.9 g mol⁻¹